C25H20N3O3RhSSe4 | the ωB97M-V functional and the def2-TZVPD basis

Computed properties:
HOMO-LUMO gap = 5.80 eV
LUMO = -0.033 hartree

Last column: Mulliken charge in e.
CARTESIAN COORDINATES (ANGSTROEM)
Rh 0.2910 -1.4945 -0.5898  0.738
O -1.8800 -0.4491 -4.4602  -0.717
C -3.0863 -0.8334 -4.0139  0.400
C -4.1618 -0.6718 -4.8916  -0.705
C -5.4327 -1.0452 -4.5161  -0.288
C -5.6713 -1.5919 -3.2544  -0.793
C -4.6179 -1.7525 -2.3838  -0.274
C -3.3139 -1.3798 -2.7379  0.046
C -2.2182 -1.5579 -1.7740  1.277
O -1.0318 -1.1819 -2.1342  -1.016
N -2.5105 -2.0874 -0.5891  -1.506
N -1.3994 -2.1534 0.1685  1.100
C -1.3725 -2.5582 1.3832  -0.823
C -0.0634 -2.4865 2.0325  1.153
C 0.1449 -2.8502 3.3515  -1.127
C 1.4147 -2.7186 3.8946  -0.349
C 2.4423 -2.2378 3.1054  -1.179
C 2.1741 -1.9047 1.7861  -0.134
N 0.9557 -2.0131 1.2696  0.432
H -1.2249 -0.6424 -3.7594  0.449
H -3.9588 -0.2504 -5.8668  0.447
H -6.2520 -0.9131 -5.2117  0.374
H -6.6701 -1.8862 -2.9634  0.404
H -4.7728 -2.1714 -1.3998  0.447
H -2.2652 -2.9014 1.8924  0.397
H -0.6814 -3.2304 3.9358  0.497
H 1.5958 -2.9962 4.9246  0.442
H 3.4470 -2.1270 3.4863  0.500
H 2.9453 -1.5524 1.1133  0.587
Se 2.2707 -0.6003 -1.8335  -0.167
Se 4.0606 -2.0237 -1.3418  -0.284
Se 2.8887 -4.0109 -0.6960  -0.258
Se 0.8159 -3.6190 -1.5810  -0.095
O -0.3914 0.4779 0.1621  -0.020
S -0.1815 1.6047 1.1318  -0.211
C 1.3674 1.3889 1.9941  0.593
C 1.3132 1.3385 3.3783  -0.393
C 2.4934 1.1850 4.0970  -0.600
C 3.6998 1.0775 3.4233  -0.475
C 3.7391 1.1184 2.0320  -0.682
C 2.5717 1.2791 1.3072  -0.493
C 0.2990 2.9942 0.1148  0.406
C 0.4678 2.8043 -1.2441  -0.039
C 0.8385 3.8912 -2.0263  -0.738
C 1.0225 5.1366 -1.4464  -0.452
C 0.8333 5.3115 -0.0795  -0.551
C 0.4646 4.2367 0.7109  -0.498
H 0.3603 1.4186 3.8877  0.440
H 2.4665 1.1503 5.1782  0.440
H 4.6189 0.9594 3.9832  0.438
H 4.6818 1.0221 1.5090  0.411
H 2.5907 1.2872 0.2234  0.494
H 0.3066 1.8249 -1.6758  0.368
H 0.9806 3.7582 -3.0904  0.434
H 1.3093 5.9798 -2.0609  0.383
H 0.9703 6.2869 0.3680  0.383
H 0.3154 4.3609 1.7773  0.388

Forces on atoms 1 to 6 (eV/Å):
Rh 0.1 0.1 0.0
O 0.0 0.0 0.0
C 0.0 0.0 0.0
C 0.0 0.0 0.0
C 0.0 0.0 0.0
C 0.0 0.0 0.0

=====

C25H20N4O5S | the ωB97M-V functional and the def2-TZVPD basis

Computed properties:
HOMO-LUMO gap = 5.39 eV
LUMO = -0.090 hartree
Relative energy (zero: lowest compared OMol25 entry of this formula, charge and spin) = 507.0 kcal/mol

Last column: Mulliken charge in e.
CARTESIAN COORDINATES (ANGSTROEM)
C 4.2657 1.3731 7.6076  -0.911
C 3.2540 1.4135 6.5840  0.052
C 2.9448 0.1956 5.7303  -0.933
N 2.7820 0.5362 4.4686  0.294
C 1.5111 0.6509 3.8492  1.005
O 0.5337 0.1684 4.3662  -0.700
C 1.9073 0.7436 2.5997  -0.763
C 0.9368 0.9833 1.5072  0.189
C 0.9807 1.2854 0.1013  0.723
O 1.8156 1.4942 -0.5765  -0.408
N -0.1804 1.0422 -0.4409  0.405
C -1.2102 0.8359 0.5048  0.225
N -2.7462 0.7585 0.2683  -0.564
C -2.9404 0.8092 -1.1399  0.890
O -4.1713 0.9793 -1.4253  -0.643
C -1.8779 1.0710 -1.9344  0.583
N -0.8203 1.2531 -1.6012  -0.601
C -2.2422 1.2163 -3.4122  -1.736
C -2.2962 -0.1365 -4.1718  0.442
C -1.1460 -0.9124 -4.4568  -0.865
C -1.2687 -2.0140 -4.9264  -0.126
C -2.3500 -2.9292 -4.7937  0.438
C -3.5443 -2.2118 -4.4084  0.669
C -3.4571 -0.9817 -3.8688  -0.088
H -4.2527 -0.1135 -3.7186  0.123
O -4.8101 -2.8944 -4.4077  -0.453
C -6.0878 -2.2517 -3.6851  -1.080
H -5.6641 -1.9746 -2.8786  0.499
H -6.2526 -1.5122 -4.2618  0.489
H -6.7474 -3.1339 -3.7811  0.204
O -2.6085 -4.0587 -5.3705  -0.213
C -1.5960 -4.6575 -5.8061  -1.301
H -0.7801 -4.9307 -5.1023  0.414
H -1.2843 -4.2610 -6.6224  0.632
H -2.0121 -5.7582 -5.9942  0.184
H -0.2711 -2.6822 -5.4503  0.086
H -0.2612 -0.1361 -4.6092  0.163
H -1.4123 1.5576 -3.9344  0.390
H -3.1326 1.7611 -3.6194  0.580
S -0.5272 0.3765 2.1688  -0.091
C 3.2586 0.9530 2.3815  1.393
C 4.3698 1.2899 1.4684  -0.220
C 5.5970 1.6658 1.7314  -0.633
C 5.9706 1.4672 3.0332  -0.333
C 5.3218 1.1506 3.9642  -1.333
C 3.7282 0.8828 3.5657  -0.208
H 5.4519 0.8741 4.9542  0.495
H 6.9084 1.5478 3.1079  0.651
H 6.3124 2.0297 0.7354  0.201
H 3.9856 1.6295 0.4066  0.097
H 2.0036 -0.0918 6.1707  0.384
H 3.7164 -0.5401 5.9991  0.453
H 2.7244 2.3715 6.2504  0.279
H 4.4235 2.2628 8.2041  0.266
H 4.7398 0.4576 7.8546  0.306

Forces on atoms 1 to 6 (eV/Å):
C -4.6 1.4 -3.6
C 3.7 0.9 2.9
C 0.8 0.4 6.3
N -1.6 1.6 -2.7
C 2.6 -3.9 6.1
O -2.3 0.6 0.6

=====

C25H20N7O5S2Ti | the ωB97M-V functional and the def2-TZVPD basis

Computed properties:
HOMO-LUMO gap (alpha / beta) = 5.59 / 5.59 eV
Expectation value of S² = 0.760
Spin multiplicity = 2
Charge = -2
LUMO (alpha / beta) = 0.155 / 0.155 hartree
Relative energy (zero: lowest compared OMol25 entry of this formula, charge and spin) = 2.5 kcal/mol

Last column: Mulliken charge in e.
CARTESIAN COORDINATES (ANGSTROEM)
Ti -1.1678 0.5359 0.1347  0.641
C 2.7587 -0.8789 2.2112  -1.714
C 1.6580 -0.0374 1.6474  0.774
N 0.4523 -0.4494 1.4950  0.983
N 0.1680 -1.7135 1.9524  -1.070
C -1.1172 -1.9368 1.7737  0.556
O -1.9315 -1.1566 1.2102  -0.770
C -1.6598 -3.2285 2.3078  0.160
C -3.0055 -3.5202 2.1157  -0.392
C -3.5401 -4.7062 2.5994  -0.657
C -2.7338 -5.6114 3.2758  -0.291
C -1.3872 -5.3246 3.4660  -0.661
C -0.8527 -4.1394 2.9844  -0.124
C 1.9030 1.3526 1.2429  0.502
C 3.1322 1.9777 1.4360  -0.984
C 3.2563 3.3209 1.1286  -0.438
C 2.1549 4.0046 0.6501  -0.917
C 0.9786 3.2935 0.4478  0.111
N 0.8579 2.0003 0.7142  0.673
H 2.3324 -1.7216 2.7468  0.360
H 3.4007 -0.3052 2.8805  0.400
H 3.3801 -1.2676 1.3986  0.242
H -3.6082 -2.7986 1.5795  0.458
H -4.5901 -4.9249 2.4452  0.374
H -3.1514 -6.5381 3.6523  0.350
H -0.7516 -6.0284 3.9912  0.364
H 0.1926 -3.8976 3.1202  0.414
H 3.9790 1.4212 1.8100  0.318
H 4.2048 3.8265 1.2696  0.397
H 2.1943 5.0594 0.4150  0.417
H 0.0993 3.7687 0.0369  -0.029
S -1.3775 2.5306 -1.5804  -0.435
C -2.3619 3.6240 -0.6616  0.388
C -2.8067 4.7973 -1.3665  -0.134
N -3.1442 5.7251 -1.9627  -0.632
C -2.7224 3.4778 0.6496  0.694
S -2.2968 2.1455 1.6984  -0.477
C -3.5246 4.4996 1.2621  -0.214
N -4.1745 5.2998 1.7804  -0.626
C -0.1376 -4.3904 -4.6225  -1.301
C 0.7030 -3.4059 -3.8858  0.312
N 0.2456 -2.4678 -3.0950  -0.557
C 1.3474 -1.8056 -2.6169  0.934
C 2.4922 -2.3654 -3.1374  -0.239
N 2.0574 -3.3840 -3.9447  -0.044
C 3.9557 -2.1439 -3.0281  0.483
O 4.3451 -1.1640 -2.2696  -0.617
O 4.7111 -2.8674 -3.6626  -0.728
C 1.2565 -0.6610 -1.6532  0.521
O 2.3426 -0.1149 -1.3065  -0.832
O 0.1252 -0.3377 -1.2554  -0.258
H -1.1787 -4.0993 -4.5084  0.323
H -0.0138 -5.3983 -4.2202  0.277
H 0.1095 -4.4156 -5.6857  0.322
H 2.6933 -3.9723 -4.4574  0.205
H 3.4875 -0.6797 -1.8412  0.497
C -2.9808 -0.0993 -0.9165  -1.117
H -3.7963 -0.1701 -0.1885  0.206
H -2.7653 -1.1123 -1.2837  0.253
H -3.2927 0.5240 -1.7547  0.349

Forces on atoms 1 to 6 (eV/Å):
Ti -0.4 0.4 -0.3
C 0.0 0.0 0.0
C -0.1 -0.1 0.0
N 0.0 -0.2 0.2
N 0.1 0.0 0.0
C -0.2 0.0 0.0

=====

C25H21BCo2O10 | the ωB97M-V functional and the def2-TZVPD basis

Computed properties:
HOMO-LUMO gap = 6.60 eV
LUMO = -0.042 hartree
Relative energy (zero: lowest compared OMol25 entry of this formula, charge and spin) = 0.0 kcal/mol

Last column: Mulliken charge in e.
CARTESIAN COORDINATES (ANGSTROEM)
C 4.7299 -0.6446 0.0505  -1.130
C 4.0797 0.6489 0.0329  0.502
C 4.4662 1.9421 -0.2075  -0.867
C 3.2993 2.7693 -0.2013  -0.614
C 2.2181 1.8807 -0.0668  -0.779
B 1.7479 -3.1056 -0.3497  0.843
O 1.0258 -3.1440 0.8621  -0.458
C -0.2961 -3.4408 0.3221  -0.507
C -0.2391 -3.4922 -1.2654  1.152
C -1.5624 -3.8432 -1.8898  -1.805
C 0.8579 -4.5543 -1.6638  -0.772
O 2.1346 -4.2384 -1.0144  -0.428
C 0.3353 -2.0723 -1.7331  0.076
O 1.6264 -1.8702 -1.0991  -0.382
O 2.7294 0.6351 0.1510  0.040
H 5.8046 -0.4855 0.0704  0.421
H 4.4131 -1.2210 0.9199  0.255
H 4.4797 -1.2031 -0.8494  0.144
H 5.4922 2.1975 -0.4890  0.422
H 3.3154 3.8651 -0.3218  0.526
H -0.6300 -4.4195 0.7048  0.397
H -0.9976 -2.6635 0.6709  0.169
H -1.4472 -3.9241 -2.9727  0.455
H -1.8895 -4.8121 -1.5113  0.458
H -2.3264 -3.0959 -1.6750  0.217
H 0.5307 -5.5558 -1.3484  0.342
H 1.0195 -4.5597 -2.7489  0.319
H 0.4697 -2.0833 -2.8343  0.416
H -0.3425 -1.2450 -1.4300  -0.330
O -4.5133 4.3011 -0.8805  -0.510
C -3.7186 3.4406 -0.7601  0.203
Co -1.9025 3.0911 -0.4862  -0.083
C -1.2712 4.6203 -1.1100  0.106
O -0.8656 5.6408 -1.4795  -0.371
C -2.0345 3.5653 1.2062  0.259
O -2.1438 3.8963 2.3111  -0.340
C -1.6145 1.4164 -1.2418  -0.838
C -0.5484 1.7791 -0.5432  0.952
C 0.7912 1.8162 0.1167  1.074
C 0.5909 1.2558 1.5105  0.472
C 1.4473 1.6817 2.5347  -0.754
C 1.1611 1.4003 3.8718  -0.741
C 0.0579 0.5997 4.1901  -0.811
C -0.7650 0.1134 3.1804  -1.089
C -0.4593 0.3850 1.8492  0.775
Co -3.6515 1.4747 -0.9253  0.195
C -4.9407 1.4835 -2.1163  0.182
O -5.7553 1.4970 -2.9490  -0.409
C -3.9607 1.1219 0.7891  0.007
O -4.1059 0.8193 1.8908  -0.341
C -3.7229 -0.2228 -1.3804  0.597
O -3.7866 -1.3218 -1.7518  -0.499
H -1.5493 0.9759 -2.2592  0.902
H 1.0668 2.8061 -0.3336  -0.204
H 2.3264 2.2878 2.3043  0.395
H 1.7799 1.8587 4.6453  0.403
H -0.1797 0.4064 5.2392  0.371
H -1.6848 -0.4310 3.4062  0.443
H -1.0921 -0.0230 1.0583  0.574

Forces on atoms 1 to 6 (eV/Å):
C 0.7 -0.6 0.1
C -1.5 1.8 -0.3
C 0.7 -0.6 -0.1
C -1.3 -0.4 -0.4
C 3.7 -3.2 -1.4
B -0.6 2.0 0.1

=====

no.,energy (hartree),molecular weight (g/mol)
1,-11469.1922,861.27
2,-1957.2861,488.52
3,-3370.2727,610.48
4,-4507.8429,610.11